The following is a quantum chemistry calculation of a cluster of 5 separate species, CH12O4S2 in total, from the Open Molecules 2025 dataset.

Element x y z (Å)
C: -2.0971 -0.9385 0.5970
S: -2.0048 -0.9916 -1.2096
S: -2.2936 0.9896 -1.6415
H: -2.2581 -1.9581 0.9366
H: -2.8857 -0.2713 0.9438
H: -1.1891 -0.4495 0.9560
H: -1.0183 1.3404 -1.3207
H: -0.1214 -2.0090 -1.0216
H: 0.8401 -1.4738 0.0899
O: 0.6477 -1.4493 -0.8710
H: 1.3219 -0.0131 1.5398
H: 2.4264 -1.0228 1.5292
O: 1.4613 -0.9836 1.5923
H: 1.7001 2.5512 1.3263
H: 0.9323 1.9133 0.2272
O: 1.1495 1.8052 1.1696
H: 0.8636 0.2284 -1.4409
H: 1.6340 1.5296 -1.9591
O: 0.8912 1.2030 -1.4435

Charge ... +1
Frontier orbital gap (alpha / beta) ... 10.33 / 6.59 eV
Largest force on an atom ... 0.0388 hartree/bohr
Energy above the lowest of the compared OMol25 structures with the same formula, charge and spin ... 0.462 eV
HOMO (alpha / beta) ... -14.94 / -14.88 eV
Spin multiplicity ... 2
<S²> ... 0.7544



The following is a quantum chemistry calculation of a cluster of 6 separate species, CH12O6 in total, from the Open Molecules 2025 dataset.

Element x y z (Å)
C: 2.7100 -1.5835 0.1073
O: 2.6144 -1.3119 -1.0491
H: 3.4043 -1.1032 0.8199
H: 2.2041 -2.4346 0.5955
O: -0.5151 -1.9495 2.5010
H: -0.5248 -1.0888 2.9387
H: -1.2104 -1.8032 1.8462
O: -1.4227 0.6229 -1.8282
H: -2.1837 0.5493 -2.4234
H: -0.6884 0.3829 -2.4317
O: -2.4592 1.6380 0.5966
H: -2.3314 2.5174 0.2269
H: -2.2444 1.0625 -0.1515
O: 0.9810 0.1347 -3.0801
H: 1.4003 -0.4371 -2.4274
H: 1.5208 0.9284 -3.0240
O: -0.3566 0.9753 2.5069
H: -0.9884 1.0798 1.7672
H: 0.0903 1.8205 2.5093

Frontier orbital gap ... 11.13 eV
Largest force on an atom ... 0.0344 hartree/bohr
SMILES ... C=O.O.O.O.O.O
Energy above the lowest of the compared OMol25 structures with the same formula, charge and spin ... 0.377 eV
HOMO ... -10.63 eV